No. 1
{
  "formula": "C22H16AlN5S",
  "method": "ωB97M-V/def2-TZVPD",
  "species": ["Al", "C", "C", "C", "C", "C", "C", "N", "N", "C", "C", "C", "C", "C", "C", "H", "H", "H", "H", "H", "H", "H", "H", "H", "N", "C", "C", "C", "C", "C", "C", "N", "C", "C", "C", "S", "C", "N", "H", "H", "H", "H", "H", "H", "H"],
  "coordinates": [[0.28009, -0.62669, 0.61295], [3.68731, 3.39068, -1.40034], [4.05978, 2.24215, -2.08824], [3.42919, 1.04174, -1.82890], [2.41207, 0.99883, -0.86606], [2.03883, 2.15379, -0.17507], [2.67655, 3.34688, -0.44285], [1.73388, -0.17199, -0.55903], [2.09109, -1.23056, -1.17575], [1.46085, -2.40289, -0.92347], [1.89567, -3.51248, -1.66285], [1.28756, -4.73700, -1.46409], [0.26118, -4.84861, -0.53476], [-0.17157, -3.74751, 0.20782], [0.40663, -2.50041, 0.03866], [4.18419, 4.32608, -1.60970], [4.84213, 2.28637, -2.82996], [3.69808, 0.13780, -2.35118], [1.24051, 2.07330, 0.56666], [2.39869, 4.24688, 0.08152], [2.69038, -3.37576, -2.37957], [1.59978, -5.60127, -2.03043], [-0.22087, -5.80210, -0.38516], [-0.97197, -3.88108, 0.92171], [-2.92077, 1.32870, 1.84524], [-3.41119, 1.29474, 0.55459], [-4.59882, 1.72943, -0.02019], [-4.75469, 1.48831, -1.37047], [-3.77465, 0.83278, -2.13021], [-2.58732, 0.41105, -1.56996], [-2.41315, 0.65800, -0.21594], [-1.36072, 0.34523, 0.61836], [-1.71302, 0.75381, 1.84899], [-0.80117, 0.48667, 2.92794], [-0.87939, 0.71666, 4.27326], [0.51543, 0.11815, 5.06697], [1.13201, -0.40460, 3.57636], [0.35747, -0.15310, 2.54215], [-3.40496, 1.72233, 2.64074], [-5.36361, 2.22490, 0.55508], [-5.66132, 1.80485, -1.86106], [-3.96272, 0.65246, -3.17643], [-1.81873, -0.10337, -2.12790], [-1.66793, 1.19194, 4.82236], [2.07923, -0.90509, 3.47823]],
  "max_force_ha_per_bohr": 0.03973,
  "total_charge": 2,
  "gap_ev": 6.687,
  "e_lumo_ev": -7.45,
  "total_energy_ha": -1761.93838
}

No. 2
{
  "formula": "C2H7N3",
  "method": "ωB97M-V/def2-TZVPD",
  "species": ["H", "N", "C", "N", "C", "N", "H", "H", "H", "H", "H", "H"],
  "coordinates": [[2.99476, -0.41915, -0.00468], [2.27413, 0.23818, -0.00630], [1.17016, -0.45014, -0.10495], [-0.10567, 0.09870, -0.37165], [-1.25306, -0.65166, 0.02158], [-0.17606, 1.48205, -0.05101], [1.01236, -1.56478, -0.05732], [-0.93963, -1.69793, 0.09250], [-2.03048, -0.58498, -0.76481], [-1.71198, -0.23412, 1.00063], [-0.45614, 1.64120, 0.96036], [-0.77840, 2.14263, -0.71433]],
  "max_force_ha_per_bohr": 0.07569,
  "gap_ev": 9.921,
  "e_lumo_ev": 0.89,
  "total_energy_ha": -244.59388
}

No. 3
{
  "formula": "C11H15N",
  "method": "ωB97M-V/def2-TZVPD",
  "species": ["C", "C", "C", "N", "C", "C", "C", "C", "C", "C", "H", "H", "H", "H", "H", "H", "H", "H", "H", "C", "C", "H", "H", "H", "H", "H", "H"],
  "coordinates": [[-0.66345, -4.26266, 0.53452], [0.09751, -3.14664, 1.11075], [0.81704, -3.14947, 2.25831], [1.18980, -1.75847, 2.53619], [0.89104, -1.04399, 1.40675], [1.06874, 0.33020, 1.09380], [0.28812, 0.77767, 0.00885], [-0.42273, -0.05213, -0.80983], [-0.43609, -1.42863, -0.68685], [0.13273, -1.88599, 0.50677], [-1.67572, -3.99064, 0.40992], [-0.44644, -5.25054, 0.97682], [-0.45596, -4.38519, -0.53412], [1.17527, -3.85585, 3.05149], [2.08436, -1.60706, 3.02314], [1.82067, 0.88413, 1.52884], [0.25306, 1.85519, -0.36446], [-0.89899, 0.36600, -1.66463], [-1.02354, -2.18287, -1.26903], [-0.38028, 4.59999, -0.94735], [-0.44416, 3.83602, -2.29388], [0.58176, 4.83260, -0.57812], [-1.04574, 5.47723, -0.94653], [-0.85958, 3.93309, -0.23316], [0.07936, 4.33131, -3.17838], [-1.54035, 3.98837, -2.71893], [-0.18644, 2.78835, -2.22088]],
  "max_force_ha_per_bohr": 0.07174,
  "gap_ev": 8.944,
  "e_lumo_ev": 0.93,
  "total_energy_ha": -482.85563
}

No. 4
{
  "formula": "C3H10NO",
  "method": "ωB97M-V/def2-TZVPD",
  "species": ["C", "O", "H", "H", "H", "C", "N", "C", "H", "H", "H", "H", "H", "H", "H"],
  "coordinates": [[-2.05261, -0.24299, 1.56974], [-1.66000, -0.39904, 0.27042], [-1.25534, 0.27225, 2.13491], [-2.38949, -1.11104, 2.18977], [-2.99045, 0.38345, 1.70539], [1.54878, -0.98783, -0.72325], [1.10649, 0.26314, -0.13628], [0.63312, 1.25276, -1.11010], [2.54218, -0.84282, -1.15837], [0.76952, -1.49500, -1.32129], [1.71767, -1.66754, 0.11826], [0.29962, 0.04745, 0.46049], [0.43326, 2.17425, -0.55906], [1.50309, 1.48142, -1.74326], [-0.20586, 0.87152, -1.69737]],
  "max_force_ha_per_bohr": 0.02859,
  "total_charge": -1,
  "gap_ev": 6.696,
  "e_lumo_ev": 4.38,
  "total_energy_ha": -250.24660
}